(1)
The following is a DFT calculation (the ωB97M-V functional and the def2-TZVPD basis) of a structure of composition C32H42AsIrN4O3S3.

## Properties
- Charge: +1
- Total energy: -5223.8251 hartree
- E_HOMO (alpha / beta): -10.469 / -10.734 eV
- Spin multiplicity: 2

Positions of all 86 atoms, in Å:
Ir (-0.7186, 1.8550, -0.6863)
C (-4.3312, 4.4330, 0.0824)
C (-2.9366, 4.9651, -0.2155)
S (-1.7107, 4.0041, -1.1467)
C (-2.6094, 3.5213, -2.6364)
C (-3.4828, 2.2814, -2.4914)
S (-2.7291, 0.9538, -1.4866)
C (-3.9452, 0.6238, -0.1584)
C (-4.9827, 1.6560, 0.2613)
S (-4.4298, 3.0604, 1.2514)
H (-4.8818, 4.2097, -0.8312)
H (-4.8679, 5.2580, 0.5547)
H (-2.4298, 5.2648, 0.7025)
H (-3.0276, 5.8664, -0.8282)
H (-1.8282, 3.3624, -3.3762)
H (-3.2120, 4.3699, -2.9639)
H (-3.6938, 1.8594, -3.4730)
H (-4.4324, 2.5206, -2.0260)
H (-3.3252, 0.3447, 0.6922)
H (-4.4651, -0.2682, -0.5120)
H (-5.6730, 1.1153, 0.9124)
H (-5.6007, 2.0004, -0.5677)
N (1.0480, 2.7657, -0.0558)
N (1.7357, 3.2439, -1.1879)
C (1.1782, 3.0969, -2.4609)
O (1.7082, 3.6094, -3.4124)
O (0.0947, 2.3538, -2.5003)
H (0.8276, 3.5150, 0.5984)
H (1.6377, 2.0720, 0.4187)
H (2.4411, 3.9505, -1.0588)
C (-0.9296, -0.8673, 6.1203)
C (-0.3501, -0.8254, 4.7378)
C (-1.0439, -1.3261, 3.6467)
C (-0.5508, -1.2553, 2.3488)
C (-1.3859, -1.8799, 1.2705)
C (0.6888, -0.6351, 2.1329)
As (1.5874, -0.2526, 0.4405)
N (0.1611, 0.0113, -0.8338)
C (-0.0366, -0.8406, -1.9119)
C (0.1971, -2.2299, -1.7923)
C (0.0077, -3.0869, -2.8547)
C (-0.4007, -2.5998, -4.0904)
C (-0.6352, -1.2382, -4.2379)
C (-0.4731, -0.3727, -3.1763)
C (2.6487, -1.7636, -0.1632)
C (3.3510, -1.5393, -1.3636)
C (3.3290, -0.2306, -2.1159)
C (4.1122, -2.5718, -1.9017)
C (4.2206, -3.8023, -1.2756)
C (5.0389, -4.9137, -1.8676)
C (3.5845, -3.9678, -0.0498)
C (2.8130, -2.9730, 0.5352)
C (2.2467, -3.2539, 1.9054)
C (1.4128, -0.1328, 3.2282)
C (2.7760, 0.5026, 3.0809)
C (0.8898, -0.2499, 4.5071)
H (-1.8323, -1.4749, 6.1562)
H (-1.1876, 0.1431, 6.4425)
H (-0.2134, -1.2726, 6.8356)
H (-2.0071, -1.7970, 3.8101)
H (-2.2714, -2.3445, 1.7032)
H (-0.8413, -2.6622, 0.7502)
H (-1.7086, -1.1596, 0.5197)
H (0.5247, -2.6428, -0.8577)
H (0.1868, -4.1449, -2.7159)
H (-0.5320, -3.2725, -4.9272)
H (-0.9383, -0.8409, -5.1976)
H (-0.6195, 0.6798, -3.3380)
H (3.4459, 0.6293, -1.4538)
H (2.4051, -0.0925, -2.6786)
H (4.1467, -0.2033, -2.8338)
H (4.6415, -2.3994, -2.8320)
H (5.4342, -4.6391, -2.8439)
H (4.4402, -5.8182, -1.9827)
H (5.8800, -5.1622, -1.2186)
H (3.7102, -4.9034, 0.4842)
H (2.7192, -4.1460, 2.3120)
H (1.1694, -3.4305, 1.8931)
H (2.4280, -2.4363, 2.6014)
H (3.4494, -0.0779, 2.4452)
H (3.2518, 0.5908, 4.0560)
H (2.7176, 1.5102, 2.6601)
H (1.4600, 0.1364, 5.3445)
O (-1.6187, 2.0061, 3.5538)
C (-1.4779, 1.8954, 2.3830)
N (-1.3792, 1.7595, 1.2112)

Just the Mulliken charges please, in e? Sure, here they are: 1.82, -0.79, -0.74, 0.02, -1.12, -0.88, 0.26, -0.33, -1.12, -0.03, 0.33, 0.48, 0.47, 0.53, 0.46, 0.65, 0.59, 0.29, -0.11, 0.63, 0.49, 0.59, -0.54, -0.26, 0.46, -0.68, -0.87, 0.47, 0.06, 0.24, -1.81, 0.44, -1.17, 0.13, -1.03, 1.80, 1.76, -0.89, 1.13, -0.35, -1.08, -0.83, -0.85, -0.44, -0.20, 0.45, -1.74, -1.14, 0.53, -1.62, -1.04, 1.00, -1.14, 0.44, -1.85, -1.10, 0.38, 0.33, 0.40, 0.34, 0.55, 0.18, -0.12, 0.43, 0.51, 0.41, 0.51, 0.64, 0.28, 0.23, 0.55, 0.38, 0.37, 0.35, 0.36, 0.46, 0.53, 0.18, 0.12, 0.30, 0.51, 0.29, 0.45, -0.68, 0.60, 0.40

(2)
The following is a DFT calculation (the ωB97M-V functional and the def2-TZVPD basis) of a structure of composition C32H42EuN7O5.

## Properties
- Charge: -1
- Total energy: -2714.4720 hartree
- E_HOMO (alpha / beta): -2.663 / -3.375 eV
- Spin multiplicity: 8

Positions of all 87 atoms, in Å:
Eu (0.3355, 0.1267, 0.1669)
O (-4.0539, -1.3141, -0.1592)
C (-2.7586, -1.1229, -0.4666)
O (-1.9773, -0.6486, 0.3100)
C (-2.4245, -1.5562, -1.8751)
O (-1.0627, -1.4148, -2.1451)
C (-0.3144, -2.6288, -2.2635)
C (0.6233, -2.9263, -1.0874)
O (1.2356, -3.9898, -1.1549)
O (0.6407, -2.0416, -0.1767)
H (-4.1587, -0.9887, 0.7505)
H (-3.0020, -0.9088, -2.5361)
H (-2.7757, -2.5817, -2.0172)
H (0.2870, -2.5563, -3.1685)
H (-0.9868, -3.4822, -2.3773)
C (3.7153, -0.4648, 0.9075)
N (2.6061, -0.1410, 1.7999)
C (2.9626, 0.9565, 2.6883)
C (2.1122, -1.2745, 2.5421)
C (2.9257, -2.3497, 2.8574)
C (2.4148, -3.4932, 3.4606)
C (1.0542, -3.5533, 3.7188)
C (0.2376, -2.4661, 3.4433)
C (0.7447, -1.2695, 2.9049)
N (0.0010, -0.1367, 2.6037)
C (-1.0944, 0.2056, 3.3334)
C (-1.4913, -0.3290, 4.5875)
C (-2.6857, 0.0151, 5.2057)
C (-3.5439, 0.9395, 4.6309)
C (-3.1144, 1.5942, 3.4733)
C (-1.9110, 1.2829, 2.8560)
N (-1.3844, 2.0882, 1.7760)
C (-0.3062, 2.9327, 2.2943)
C (-2.3840, 2.9358, 1.1505)
H (4.6570, -0.6349, 1.4516)
H (3.8680, 0.3614, 0.2186)
H (3.4717, -1.3531, 0.3260)
H (3.8790, 0.7277, 3.2547)
H (2.1474, 1.1288, 3.3893)
H (3.1322, 1.8672, 2.1055)
H (3.9745, -2.3231, 2.5864)
H (3.0629, -4.3357, 3.6755)
H (0.6177, -4.4621, 4.1207)
H (-0.8290, -2.5540, 3.5954)
H (-0.8431, -1.0413, 5.0742)
H (-2.9470, -0.4529, 6.1509)
H (-4.4965, 1.1884, 5.0862)
H (-3.7434, 2.3753, 3.0657)
H (-0.6793, 3.6395, 3.0498)
H (0.1393, 3.5004, 1.4698)
H (0.4591, 2.3004, 2.7394)
H (-2.7922, 3.6889, 1.8422)
H (-3.2034, 2.3275, 0.7639)
H (-1.9283, 3.4649, 0.3170)
C (1.7145, 1.0709, -1.9023)
C (3.0049, 0.5289, -2.3170)
C (4.2155, 1.2488, -2.1773)
C (5.4489, 0.7022, -2.5045)
C (5.5457, -0.5971, -2.9958)
C (4.3690, -1.3291, -3.1517)
C (3.1383, -0.7827, -2.8246)
H (0.9541, 0.8113, -2.6488)
H (1.8033, 2.1664, -1.8735)
H (4.1700, 2.2636, -1.7881)
H (6.3491, 1.2976, -2.3720)
H (6.5076, -1.0296, -3.2451)
H (4.4159, -2.3505, -3.5177)
H (2.2445, -1.3893, -2.9279)
C (-1.8591, 2.2035, -6.4764)
C (-0.6720, 2.9044, -5.8171)
C (0.4344, 1.9142, -5.4536)
C (-1.0809, 3.7489, -4.6069)
N (-1.3145, 2.9620, -3.3989)
C (-0.6132, 2.9465, -2.2688)
N (-1.1079, 2.0379, -1.4743)
N (-2.1505, 1.4950, -2.1437)
N (-2.2791, 2.0318, -3.3107)
H (-1.5331, 1.6907, -7.3851)
H (-2.6419, 2.9171, -6.7531)
H (-2.2971, 1.4642, -5.8045)
H (-0.2680, 3.6295, -6.5316)
H (0.0566, 1.1230, -4.8018)
H (1.2680, 2.3924, -4.9316)
H (0.8293, 1.4402, -6.3557)
H (-1.9713, 4.3406, -4.8184)
H (-0.2697, 4.4277, -4.3517)
H (0.2471, 3.5651, -2.0777)

Just the Mulliken charges please, in e? Sure, here they are: 0.76, -0.62, 0.53, 0.02, -1.02, -0.09, -0.79, 0.41, -0.79, -0.15, 0.40, 0.35, 0.48, 0.30, 0.45, -1.50, 0.89, -1.30, 0.68, -0.09, -0.88, -0.97, -1.00, -0.19, 0.99, 0.08, -1.21, -0.64, -1.08, -0.23, 0.09, 1.10, -1.00, -1.48, 0.41, 0.29, 0.46, 0.30, 0.37, 0.30, 0.33, 0.37, 0.34, 0.59, 0.59, 0.37, 0.39, 0.32, 0.36, 0.34, 0.10, 0.42, 0.35, 0.25, -0.40, 0.29, -0.38, -0.46, -0.53, -0.56, -0.14, -0.30, 0.10, 0.29, 0.36, 0.37, 0.37, 0.22, -1.40, 0.70, -1.21, -0.99, 0.62, -0.64, 0.31, -0.04, -0.82, 0.40, 0.39, 0.23, 0.34, 0.00, 0.31, 0.52, 0.41, 0.33, 0.55

(3)
The following is a DFT calculation (the ωB97M-V functional and the def2-TZVPD basis) of a structure of composition C32H42N3O3P2S5V.

## Properties
- Charge: +1
- Total energy: -5251.9383 hartree
- E_HOMO (alpha / beta): -9.426 / -9.426 eV
- Spin multiplicity: 4

Positions of all 88 atoms, in Å:
V (0.8278, 2.0323, -0.6698)
C (1.7084, 4.7624, -2.1547)
C (1.2073, 5.3529, -0.8842)
S (0.1909, 4.2537, 0.2114)
C (-1.6182, 4.3896, 0.0326)
C (-2.1619, 3.6819, -1.1658)
S (-1.5867, 1.9317, -1.3051)
C (-1.6012, 1.8614, -3.1509)
C (-0.9044, 0.6278, -3.6201)
S (0.5724, 0.2556, -2.5850)
C (1.8629, 0.8158, -3.7270)
C (2.0299, 2.3481, -3.7422)
S (2.3288, 3.0516, -2.0714)
H (2.5383, 5.3164, -2.5820)
H (0.8736, 4.7669, -2.8700)
H (0.6463, 6.2811, -0.9985)
H (2.0496, 5.5855, -0.2114)
H (-1.8462, 5.4599, -0.0348)
H (-1.9718, 3.9518, 0.9697)
H (-1.9032, 4.2349, -2.1080)
H (-3.2474, 3.6670, -1.0679)
H (-1.2071, 2.8153, -3.5203)
H (-2.6702, 1.8631, -3.4519)
H (-0.6130, 0.6913, -4.6873)
H (-1.5230, -0.2961, -3.5414)
H (1.7284, 0.4144, -4.7570)
H (2.7559, 0.2929, -3.3651)
H (1.1462, 2.8079, -4.1349)
H (2.8428, 2.6420, -4.3719)
O (-0.9755, 1.7377, 3.6181)
S (-1.0316, 0.5003, 2.8362)
O (-2.2309, -0.3132, 3.0049)
O (-0.7286, 0.7196, 1.4371)
C (0.3752, -0.5096, 3.2859)
C (0.2128, -1.2336, 4.5099)
C (1.2256, -2.0376, 5.0205)
C (2.3819, -2.1881, 4.2636)
C (2.5066, -1.5831, 3.0277)
C (1.5947, -0.5923, 2.5512)
P (1.9332, 0.3691, 1.0040)
C (2.4501, -0.9423, -0.1310)
C (1.9410, -2.2572, -0.0057)
C (2.7317, -3.3268, -0.4676)
C (3.9506, -3.0933, -1.1053)
C (4.2460, -1.8006, -1.5036)
C (3.5200, -0.7293, -1.0031)
C (3.5257, 1.0549, 1.6869)
C (3.4973, 2.2224, 2.4730)
C (4.6747, 2.7547, 3.0219)
C (5.8972, 2.1563, 2.7861)
C (5.9656, 1.0398, 1.9896)
C (4.7767, 0.3843, 1.5457)
H (-0.7539, -1.1781, 5.0131)
H (1.0219, -2.5532, 5.9750)
H (3.2155, -2.7627, 4.6679)
H (3.4103, -1.7234, 2.4546)
H (1.0137, -2.4927, 0.5134)
H (2.4347, -4.3827, -0.3271)
H (4.5984, -3.9479, -1.4537)
H (5.1159, -1.6307, -2.1323)
H (3.8647, 0.3000, -1.1966)
H (2.5440, 2.7382, 2.6385)
H (4.6743, 3.6434, 3.6226)
H (6.8283, 2.5615, 3.1444)
H (6.9302, 0.6039, 1.7321)
H (4.8641, -0.6113, 1.1205)
C (-6.4028, -3.0967, 0.2277)
N (-5.3785, -2.3175, 0.9594)
C (-4.3226, -3.2589, 1.4164)
N (-3.6806, -4.0002, 0.2743)
C (-4.7414, -4.7054, -0.5021)
N (-5.8571, -3.8446, -0.9186)
C (-5.3838, -2.9264, -1.9504)
P (-3.9665, -1.7657, -1.4257)
C (-4.8203, -1.2257, 0.1687)
C (-2.9263, -3.0609, -0.5091)
H (-7.2024, -2.4475, -0.1581)
H (-6.8126, -3.8279, 0.9271)
H (-4.7948, -3.9167, 2.1608)
H (-3.5752, -2.6778, 1.9650)
H (-5.1212, -5.4583, 0.1910)
H (-4.2997, -5.1925, -1.3750)
H (-6.1894, -2.2950, -2.3285)
H (-4.9988, -3.4902, -2.8043)
H (-5.5991, -0.4800, -0.0515)
H (-4.0325, -0.7638, 0.7959)
H (-2.2529, -2.4596, 0.1392)
H (-2.2985, -3.5445, -1.2555)

Just the Mulliken charges please, in e? Sure, here they are: 0.20, -0.60, -0.92, -0.03, -0.88, -0.71, 0.30, -0.63, -0.85, 0.15, -0.84, -0.74, -0.09, 0.57, 0.25, 0.48, 0.40, 0.54, 0.35, 0.31, 0.54, 0.34, 0.48, 0.47, 0.29, 0.52, 0.31, 0.30, 0.62, -0.80, 1.21, -0.72, -0.29, 0.05, -0.80, -0.68, -0.85, -0.32, 0.32, 1.65, 1.26, -1.10, -0.51, -0.83, -0.85, -1.09, 0.77, -0.69, -0.68, -0.57, -0.84, -0.05, 0.49, 0.36, 0.41, 0.34, 0.65, 0.42, 0.34, 0.47, 0.88, 0.45, 0.45, 0.40, 0.42, 0.20, -0.84, 0.12, -0.88, 0.10, -0.86, 0.07, -1.01, 0.32, -0.59, -0.47, 0.37, 0.30, 0.27, 0.35, 0.29, 0.39, 0.44, 0.43, 0.43, 0.18, 0.09, 0.49